{
  "formula": "C16H17F3N2O5S",
  "method": "ωB97M-V with the def2-TZVPD basis set",
  "homo_ev": -8.863,
  "max_force_ev_per_a": 16.497,
  "orbital_gap_ev": 8.57,
  "lumo_ev": -0.296,
  "total_energy_ha": -1802.8830,
  "species": ["C", "C", "H", "H", "O", "C", "O", "C", "N", "C", "O", "C", "C", "H", "H", "C", "O", "N", "C", "C", "C", "C", "C", "C", "H", "H", "O", "C", "F", "F", "F", "H", "H", "H", "H", "S", "C", "H", "H", "H", "H", "H", "H", "H"],
  "coordinates": [[2.484091, 5.351006, 3.327037], [1.183763, 4.860318, 3.747698], [1.238862, 4.608890, 4.860845], [0.460023, 5.635088, 3.576274], [0.954720, 3.800016, 3.135964], [1.238277, 2.665760, 3.793835], [1.869402, 2.633636, 4.786925], [0.873053, 1.312466, 2.964122], [1.190004, 0.128799, 3.717470], [0.959928, -1.062067, 3.109907], [1.403994, -2.226055, 3.819520], [0.224987, -1.210461, 2.008210], [0.117613, -2.436447, 1.255401], [-0.427348, -3.267643, 2.218261], [1.104679, -2.940797, 1.051944], [-1.095570, -2.532143, 0.307095], [-2.225562, -2.643244, 0.320980], [-0.476130, -2.335049, -0.957608], [-1.011670, -2.455057, -2.299463], [-0.337102, -1.943479, -3.246287], [-0.660885, -1.821171, -4.572521], [-2.231432, -2.075879, -4.599387], [-2.982711, -2.522120, -3.646211], [-2.532523, -2.534495, -2.328978], [-2.800020, -3.045797, -1.598786], [-3.981801, -2.675380, -3.957529], [-2.744965, -1.819551, -6.109778], [-2.107827, -1.810525, -7.078846], [-1.179636, -2.394266, -7.353289], [-3.014985, -1.591492, -8.168503], [-1.511211, -0.537251, -7.032385], [0.018197, -1.531009, -5.415878], [0.787135, -1.783444, -3.174277], [0.618284, -2.103485, -1.025667], [-0.874123, -0.671822, 2.124019], [0.747985, -0.235063, 0.646251], [1.589028, 1.289365, 1.535823], [0.964777, 2.303867, 1.112883], [2.499636, 1.202772, 1.754752], [1.609366, 0.224794, 4.674347], [-0.498205, 1.535884, 2.767004], [3.150470, 4.660410, 3.818980], [2.855225, 6.385403, 3.867967], [2.550208, 5.606717, 2.261878]],
  "forces_ev_per_a": [[3.07, 4.21, 1.75], [0.92, 7.41, 6.26], [-0.27, 1.10, -1.06], [-0.99, 0.08, -0.08], [-3.25, -8.92, -4.72], [0.15, -2.51, -3.07], [0.53, -0.42, 1.98], [-3.12, 2.54, -0.26], [-0.27, 0.76, -0.45], [5.92, -6.25, 11.16], [-2.26, 6.21, -4.06], [-6.20, 3.11, -4.65], [-3.37, -6.74, 5.54], [1.90, 2.05, -2.61], [-1.37, 0.71, -0.38], [9.14, 1.67, -4.35], [-6.68, -0.99, 2.69], [3.68, -0.59, -2.29], [-8.06, 0.29, 8.39], [7.89, 1.89, -6.53], [-6.11, -0.58, 0.63], [8.22, 2.55, -7.71], [-2.75, 0.06, 1.89], [8.00, 2.07, -7.51], [-3.91, -3.82, 6.25], [-1.19, -0.41, 0.17], [-7.99, -4.20, 13.78], [-5.49, 12.49, -5.92], [11.05, -11.60, -3.94], [0.82, -1.47, 0.25], [1.17, 3.95, -0.63], [-1.17, -0.21, 1.10], [-1.24, -0.10, 0.84], [-3.42, -0.92, 0.65], [2.30, -1.77, 0.60], [2.96, 4.38, -0.99], [-12.71, 2.08, -0.87], [2.94, -2.74, 0.41], [7.74, -0.30, 0.61], [-0.54, -0.52, -1.45], [3.99, -1.02, 0.53], [1.09, -0.44, -1.06], [-1.38, -2.29, -1.14], [0.29, -0.81, 0.22]]
}

***

{
  "formula": "C16H17F5N2O3",
  "method": "ωB97M-V with the def2-TZVPD basis set",
  "homo_ev": -8.500,
  "max_force_ev_per_a": 17.644,
  "orbital_gap_ev": 8.79,
  "lumo_ev": 0.294,
  "total_energy_ha": -1453.9365,
  "species": ["C", "C", "H", "H", "O", "C", "O", "C", "C", "N", "C", "C", "O", "N", "C", "C", "C", "C", "C", "C", "F", "F", "F", "F", "F", "H", "H", "H", "C", "C", "C", "H", "H", "H", "H", "H", "H", "H", "H", "H", "H", "H", "H"],
  "coordinates": [[-5.949415, -2.915004, 0.608151], [-4.384416, -2.946998, 0.939476], [-4.286528, -2.619469, 1.982750], [-4.022696, -3.935497, 0.697911], [-3.745029, -2.162265, 0.048306], [-3.827638, -0.813424, 0.686483], [-4.433821, -0.472502, 1.789288], [-3.003369, 0.187799, -0.424802], [-2.316759, 1.283219, 0.396758], [-1.522495, 2.112235, -0.420971], [-0.727523, 3.243636, 0.331987], [0.512936, 2.409605, 0.583212], [1.314757, 2.371362, 1.535129], [0.908786, 1.423721, -0.211289], [1.900124, 0.393724, -0.333468], [1.579551, -0.951394, -0.436072], [2.665491, -2.061484, -0.481983], [3.882817, -1.619196, -0.048911], [4.316264, -0.140485, 0.143935], [3.194387, 0.778575, 0.273839], [3.518699, 1.989871, 0.311683], [5.336448, 0.178879, 0.713499], [4.866203, -2.384747, -0.030383], [2.275049, -3.103357, -0.709805], [0.399561, -1.064174, -1.191118], [0.155776, 1.156042, -0.841762], [-1.099595, 3.280785, 1.226229], [-0.344379, 4.039776, -0.366528], [-2.578225, 2.806818, -1.175106], [-3.176394, 1.776754, -2.090654], [-3.949239, 0.923770, -1.342774], [-4.456058, 0.018658, -2.037656], [-4.715395, 1.364537, -0.711603], [-3.926312, 2.198098, -2.853446], [-2.503636, 1.224182, -2.764358], [-1.896504, 3.742092, -1.877859], [-3.215879, 3.424600, -0.883380], [-1.537665, 0.822448, 1.435515], [-3.021941, 1.839062, 1.122662], [-2.377365, -0.318638, -0.753136], [-6.464718, -3.763041, 1.220672], [-6.227448, -3.023554, -0.306122], [-6.536279, -1.990423, 0.786582]],
  "forces_ev_per_a": [[0.57, -0.57, 7.10], [-4.15, -2.35, 0.26], [0.38, -0.52, -0.32], [-0.03, -0.57, 0.65], [0.87, 6.16, 1.91], [-0.68, 2.04, 0.61], [3.58, -2.35, -6.44], [-11.03, 7.20, 10.02], [1.66, -1.74, 6.84], [-1.57, 4.43, -0.34], [3.42, -4.67, -6.17], [5.33, -2.01, 3.66], [-1.82, 3.24, 1.78], [-2.70, -3.24, -6.89], [1.68, 2.09, 5.21], [1.55, 0.32, -2.56], [0.80, 17.26, 3.59], [-1.30, 5.57, -0.37], [-11.38, -2.85, -1.30], [0.44, -5.91, -3.93], [0.66, 4.10, 0.87], [6.74, 1.04, 2.43], [4.24, -4.01, 0.36], [-3.98, -14.40, -3.17], [0.73, -1.24, 1.15], [0.07, 0.29, -0.31], [-2.48, 1.96, 5.09], [-1.41, -0.36, 1.07], [9.23, -1.89, -8.02], [-0.10, 3.89, -5.32], [-3.50, -7.66, 1.13], [0.88, 2.53, 1.67], [-0.26, 0.23, -0.21], [1.24, 0.34, 0.89], [0.42, 0.37, 0.64], [-1.83, -2.87, 1.42], [-5.69, 4.72, 4.33], [-1.98, 0.72, -3.36], [0.44, -0.57, -1.47], [9.93, -8.53, -6.17], [0.80, 1.49, -0.96], [-0.74, -1.58, -6.32], [0.96, -0.09, 0.97]]
}

***

{
  "formula": "C16H17FN2O3S2",
  "method": "ωB97M-V with the def2-TZVPD basis set",
  "homo_ev": -8.938,
  "max_force_ev_per_a": 1.892,
  "orbital_gap_ev": 8.45,
  "relative_energy_kj_mol": 4.3,
  "lumo_ev": -0.489,
  "total_energy_ha": -1851.3488,
  "species": ["O", "S", "O", "O", "C", "C", "C", "C", "C", "C", "C", "C", "C", "N", "S", "N", "C", "H", "H", "H", "H", "H", "H", "H", "H", "H", "H", "H", "H", "F", "C", "C", "C", "C", "C", "C", "H", "H", "H", "H", "H"],
  "coordinates": [[6.357118, 0.902417, 0.785933], [5.007897, 0.948694, 0.305890], [4.250320, -0.235095, 0.561577], [4.980474, 1.272790, -1.259409], [4.206026, 2.366155, 1.036980], [2.670210, 2.252062, 0.956403], [2.009991, 3.490848, 0.350966], [0.493347, 3.614697, 0.648529], [-0.223992, 2.286893, 0.642903], [-0.781220, 1.780883, -0.496401], [-1.483914, 0.534497, -0.550409], [-1.604011, -0.210078, 0.559139], [-1.053932, 0.280944, 1.773688], [-1.089153, -0.314845, 2.965241], [-0.366612, 0.630071, 4.022862], [0.059956, 1.858852, 3.061106], [-0.366964, 1.539526, 1.844849], [4.805869, 2.219134, -1.355551], [4.587421, 3.295903, 0.618537], [4.537689, 2.325615, 2.067882], [2.311624, 2.092779, 1.966816], [2.377554, 1.376934, 0.385237], [2.504965, 4.403872, 0.671454], [2.077285, 3.395980, -0.733679], [0.305119, 4.181841, 1.555014], [0.081383, 4.197298, -0.173711], [-0.721982, 2.329517, -1.425831], [-1.900655, 0.215463, -1.488828], [-2.114650, -1.155450, 0.580385], [-1.722488, -2.313050, -1.404924], [-2.610697, -3.321885, -1.532619], [-3.302253, -3.460359, -2.718789], [-4.211557, -4.500329, -2.843890], [-4.421317, -5.375518, -1.786803], [-3.716786, -5.214120, -0.601859], [-2.798864, -4.182314, -0.470207], [-3.128116, -2.763217, -3.527644], [-4.757189, -4.627140, -3.769069], [-5.133653, -6.183273, -1.887452], [-3.881159, -5.893049, 0.223771], [-2.233084, -4.043941, 0.441913]],
  "forces_ev_per_a": [[0.08, 0.62, -0.58], [0.95, -0.69, 1.48], [-0.54, 0.27, -0.64], [-0.31, 0.04, 0.17], [-0.65, -0.38, -0.21], [0.19, 0.51, 0.23], [-0.55, -0.45, 0.03], [0.22, -0.11, -0.61], [0.05, 0.77, -0.20], [-0.10, -0.14, 0.07], [0.43, 0.66, -0.01], [-0.22, -0.48, 0.79], [0.38, 0.34, 0.42], [-0.40, -0.62, 0.13], [0.13, 0.37, -0.34], [0.10, -0.08, 0.42], [-0.45, -0.49, -0.73], [0.14, -0.01, -0.26], [0.18, -0.05, -0.19], [0.18, -0.05, 0.13], [-0.13, -0.03, 0.13], [0.01, -0.16, -0.02], [0.12, 0.12, -0.04], [0.32, 0.23, -0.14], [0.04, -0.20, 0.28], [-0.15, 0.20, 0.04], [0.14, 0.25, 0.01], [-0.06, -0.13, -0.14], [-0.09, -0.13, -0.04], [-0.01, -0.14, -0.16], [-0.13, -0.19, -0.03], [0.02, 0.12, -0.14], [0.02, -0.04, 0.12], [-0.03, -0.04, -0.01], [-0.03, 0.03, -0.11], [0.09, 0.03, 0.17], [0.03, 0.00, 0.01], [0.00, 0.02, -0.01], [0.00, 0.00, 0.00], [0.02, 0.00, 0.01], [0.01, 0.02, -0.02]]
}